Below is 4 unconnected molecules or ions with the total composition C16H22FN3O3 at a distorted geometry, with properties calculated with ωB97M-V/def2-TZVPD.

Structure (XYZ):
```
45
Properties=species:S:1:pos:R:3:forces:R:3
C 0.334867 3.002993 0.902919 0.250 0.133 0.324
C 0.244473 1.494894 1.193663 -0.111 0.760 0.554
C -0.938097 0.760433 0.523020 1.393 0.720 0.345
C -0.791963 -0.720633 0.883072 -0.705 0.871 -0.110
C -0.854152 1.097045 -0.929213 -0.368 -0.451 -0.755
C -0.103924 0.594534 -1.916226 0.072 0.150 0.363
C 0.796615 -0.587566 -1.934813 0.108 -0.316 -0.465
C 2.225547 -0.464435 -1.371153 -0.596 -0.608 -0.287
F 2.506257 0.833610 -1.024654 0.314 0.223 0.078
C -0.291641 1.591619 -3.023333 -0.049 -0.646 1.249
O 0.591305 2.227650 -3.457521 1.141 0.526 -1.952
O -1.626211 1.953640 -3.057542 1.006 0.632 1.302
C -1.867899 1.925808 -1.646223 -1.579 -1.696 -1.070
O -2.970951 2.166927 -1.297944 -0.641 1.007 0.946
H 0.468503 3.550532 1.833239 -0.063 0.056 0.148
H -0.544644 3.439505 0.431037 -0.097 -0.150 -0.133
H 1.214109 3.253195 0.318745 -0.010 -0.038 -0.400
H 0.151228 1.392281 2.272963 -0.209 -0.287 0.120
H 1.197096 1.031531 0.963531 0.039 -0.217 -0.310
H -1.820994 1.224664 0.949437 -0.456 -0.273 -0.129
H -0.924332 -0.787479 1.963406 -0.125 -0.250 -0.202
H -1.546147 -1.286725 0.341870 0.093 -0.428 0.170
H 0.221579 -1.026680 0.661050 0.104 -0.362 -0.076
H 0.273415 -1.375580 -1.408579 -0.049 -0.142 0.208
H 0.850865 -0.947506 -2.959455 0.123 0.120 -0.207
H 2.337893 -1.129363 -0.517299 0.048 0.281 0.372
H 2.926146 -0.832949 -2.112966 0.270 0.330 -0.127
C 6.735616 -1.469022 -2.801415 0.301 0.220 -0.136
C 5.634033 -2.284140 -2.312826 0.033 0.009 0.001
N 4.765216 -2.925326 -1.925666 -0.053 0.012 -0.006
H 6.376702 -0.513939 -3.182456 -0.127 -0.041 0.039
H 7.451910 -1.262939 -2.007651 -0.085 -0.072 0.085
H 7.266829 -1.971727 -3.608160 -0.091 -0.103 0.016
C -1.487656 -2.697677 4.717978 -0.333 -0.228 0.071
C -0.391098 -1.797941 4.395368 -0.013 -0.047 0.090
N 0.474300 -1.088461 4.143920 0.047 0.034 0.005
H -2.446946 -2.257623 4.447342 0.075 0.113 -0.076
H -1.390903 -3.640686 4.182058 0.112 0.056 -0.060
H -1.510639 -2.920124 5.783742 0.119 0.083 0.013
C -5.887497 0.640476 -0.030994 -0.221 0.251 -0.302
C -4.985808 -0.064506 0.867969 -0.004 0.026 -0.033
N -4.273948 -0.622251 1.574596 0.019 -0.011 0.018
H -6.655086 1.181060 0.520954 0.072 -0.067 0.146
H -5.343688 1.363124 -0.639267 0.168 -0.055 0.091
H -6.390280 -0.050241 -0.706521 0.080 -0.124 0.081
```
Forces are in eV/Å.

The multiplicity is 1. The LUMO energy is 0.11 eV.

Löwdin charges in e: -0.074 -0.205 -0.291 -0.049 -0.059 -0.047 -0.078 -0.185 -0.029 -0.414 0.204 0.131 -0.353 0.165 0.068 0.073 0.071 0.103 0.097 0.137 0.051 0.082 0.064 0.105 0.123 0.112 0.090 -0.070 -0.279 0.134 0.083 0.083 0.083 -0.067 -0.282 0.141 0.082 0.083 0.081 -0.064 -0.269 0.134 0.084 0.067 0.084

---

Below is a single C24H28N2O7 molecule, with properties calculated with ωB97M-V/def2-TZVPD.

Structure (XYZ):
```
61
Properties=species:S:1:pos:R:3:forces:R:3
C 1.620426 2.525133 -0.185806 0.176 0.045 -0.189
H 1.272895 2.454518 -1.220614 0.035 -0.025 0.055
O 0.575795 2.285456 0.730280 -0.351 -0.188 0.263
C -0.045426 1.076602 0.685314 -0.083 0.014 0.116
C 0.293753 0.036434 -0.156489 0.044 0.101 0.114
C -0.408410 -1.169105 -0.128804 -0.059 0.232 0.319
C -1.436952 -1.339386 0.782020 0.243 -0.078 -0.296
C -1.778564 -0.310253 1.648563 -0.082 0.306 0.154
C -1.109458 0.900452 1.600040 0.119 0.065 -0.114
O -1.376160 1.983611 2.387406 0.146 -0.080 -0.282
C -2.294128 1.841631 3.446710 -0.323 -0.071 0.077
C -1.932938 0.777089 4.491231 -0.082 0.216 -0.148
O -2.778134 -0.016977 4.866241 -0.354 -0.076 -0.049
N -0.681152 0.783778 4.982573 0.227 -0.106 0.174
C 0.413325 1.663072 4.630805 0.425 0.110 -0.208
H 0.105782 2.418940 3.913121 0.039 -0.028 0.095
C 1.554831 0.823392 4.040630 -0.138 0.348 -0.070
H 2.430818 1.446976 3.857458 -0.070 0.008 -0.051
O 1.963486 -0.183315 4.936772 0.177 -0.005 0.079
C 0.892128 -1.043372 5.252930 -0.279 -0.024 0.222
C -0.263890 -0.268217 5.891432 0.103 -0.423 -0.034
H -1.118221 -0.919473 6.077241 0.121 0.069 0.037
H 0.069768 0.184176 6.831338 -0.024 -0.045 -0.023
H 1.289154 -1.785463 5.946807 -0.082 -0.009 -0.047
H 0.533783 -1.547580 4.342155 0.011 0.017 0.077
H 1.223339 0.372565 3.092986 0.030 0.056 0.053
H 0.767485 2.149328 5.548336 -0.004 0.002 -0.087
H -3.298386 1.600110 3.076136 0.184 -0.014 0.110
H -2.329836 2.823549 3.929280 -0.018 -0.122 -0.054
H -2.571304 -0.470188 2.361008 -0.093 0.024 0.121
H -1.963345 -2.278946 0.856971 -0.057 -0.102 0.000
C 0.005618 -2.194836 -1.126315 -0.074 -0.173 0.201
O 1.148984 -2.284184 -1.529790 0.156 0.119 -0.086
N -0.992785 -3.018684 -1.551000 -0.285 -0.223 0.108
H -1.935467 -2.779491 -1.284834 0.120 0.102 0.028
C -0.851520 -3.765328 -2.777659 -0.008 -0.187 -0.209
H -1.356676 -4.729773 -2.677257 0.113 0.019 -0.033
H 0.218840 -3.925627 -2.920410 -0.135 -0.091 -0.004
C -1.424531 -2.978328 -3.974906 0.241 -0.009 0.260
C -0.802959 -1.611008 -3.991536 -0.095 0.043 -0.226
C 0.451140 -1.422220 -4.547901 -0.016 0.278 0.007
C 1.108433 -0.207094 -4.428197 -0.039 0.014 0.086
C 0.490947 0.848749 -3.752655 -0.017 -0.002 -0.060
C -0.772038 0.666893 -3.208819 0.228 0.063 -0.105
C -1.407859 -0.553134 -3.322310 -0.001 0.056 -0.147
H -2.386657 -0.678471 -2.882539 -0.105 -0.035 0.047
H -1.232251 1.490743 -2.686623 -0.056 0.130 0.058
O 1.099709 2.074702 -3.597101 -0.299 -0.209 0.159
C 2.203567 2.259545 -4.455201 0.444 -0.205 -0.297
C 3.082688 1.009510 -4.458967 0.017 0.542 0.189
H 3.412845 0.795092 -3.433049 0.004 0.001 -0.100
O 2.362230 -0.087981 -4.969916 -0.276 -0.225 -0.095
H 3.952348 1.139231 -5.104705 -0.052 0.033 0.089
H 1.853061 2.457608 -5.477421 0.041 0.020 0.107
H 2.746806 3.127876 -4.078780 0.004 -0.073 -0.082
H 0.959619 -2.224031 -5.058932 0.108 -0.148 -0.061
H -2.508879 -2.898947 -3.871301 -0.026 -0.023 -0.065
H -1.199782 -3.521741 -4.892591 -0.079 -0.038 -0.052
H 1.102698 0.121440 -0.862723 0.105 0.064 -0.075
H 1.955208 3.541455 0.015961 0.020 -0.065 -0.039
H 2.453105 1.831552 -0.030013 -0.020 0.005 -0.017
```
Forces are in eV/Å.

The multiplicity is 1. The LUMO energy is 0.71 eV.

Löwdin charges in e: -0.061 0.081 -0.065 -0.200 0.045 -0.138 -0.023 0.010 -0.189 -0.045 -0.081 -0.448 0.051 -0.036 -0.099 0.122 -0.170 0.132 -0.124 -0.177 -0.101 0.125 0.135 0.128 0.132 0.124 0.135 0.139 0.144 0.110 0.114 -0.458 0.080 0.063 0.129 -0.165 0.118 0.122 -0.124 -0.243 0.051 -0.187 -0.203 0.003 -0.050 0.117 0.126 -0.054 -0.147 -0.147 0.139 -0.019 0.133 0.139 0.132 0.135 0.113 0.115 0.115 0.097 0.101

---

Below is a single C3H6N4O molecule at a distorted geometry, with properties calculated with ωB97M-V/def2-TZVPD.

Structure (XYZ):
```
14
Properties=species:S:1:pos:R:3:forces:R:3
C 1.714417 -0.031701 0.002274 -1.916 0.006 -0.879
C -0.804255 0.085201 -0.002701 1.387 -1.951 -0.381
C -2.011007 -0.814840 0.071249 -5.280 -1.451 0.272
H 2.802032 -2.131356 0.013645 -1.365 2.910 -0.037
H 3.742009 -0.640589 -0.130910 -2.654 -0.959 0.577
H 2.840035 1.613459 -0.202512 -1.973 -0.713 0.713
H -1.977275 1.659230 0.012212 -3.232 1.632 0.082
H -0.117316 1.758241 0.349577 -1.941 1.185 -0.781
H -1.900728 -1.979514 0.484452 0.217 2.992 -1.300
N 2.751214 -1.051755 0.048359 1.846 1.427 -0.605
N 1.821476 1.285636 -0.041002 2.495 -1.811 -0.368
N 0.350293 -0.548195 -0.088803 0.606 -0.563 1.152
N -1.082931 1.374063 0.095598 6.434 -1.282 0.826
O -3.208006 -0.391209 -0.131308 5.376 -1.424 0.728
```
Forces are in eV/Å.

The multiplicity is 1. The LUMO energy is -0.34 eV.

Löwdin charges in e: -0.475 -0.423 -0.123 0.124 0.112 0.072 0.060 0.120 0.168 0.051 0.056 0.090 0.191 -0.021

---

Number 1: energy -30277.1220 eV. Number 2: energy -42654.7942 eV. Number 3: energy -11213.9608 eV.